Record 1
{"formula": "C13H23N4O6STi", "method": "the ωB97M-V functional and the def2-TZVPD basis", "e_lumo_ha": -0.141, "homo_lumo_gap_ha": 0.3368, "e_homo_ev": -13.0, "total_charge": 1, "energy_ev": -66049.417, "species": ["Ti", "S", "O", "O", "O", "O", "O", "O", "N", "N", "N", "N", "C", "C", "C", "C", "C", "C", "C", "C", "C", "C", "C", "C", "C", "H", "H", "H", "H", "H", "H", "H", "H", "H", "H", "H", "H", "H", "H", "H", "H", "H", "H", "H", "H", "H", "H", "H"], "xyz": [[-0.068, -0.091, 0.289], [-2.411, -0.374, 1.616], [2.365, 0.542, -3.127], [-0.551, -1.817, -0.202], [2.596, 1.555, 0.778], [-0.108, -2.643, -2.253], [0.421, -0.145, 2.085], [1.344, -1.043, 3.914], [-1.857, 0.448, -1.136], [-0.634, 2.007, 0.806], [0.877, 0.578, -1.287], [1.890, -1.461, 0.427], [-2.636, 1.339, 2.176], [1.746, -2.069, 1.757], [-1.363, 2.165, 2.089], [3.208, -0.781, 0.289], [-2.278, 1.862, -1.028], [3.417, 0.454, 1.149], [-1.211, 2.710, -0.363], [0.277, -2.358, -1.167], [-3.004, -0.477, -1.101], [1.697, -2.464, -0.639], [-3.631, -0.539, 0.292], [1.629, 0.550, -2.221], [1.181, -1.067, 2.735], [1.887, -3.477, -0.275], [2.986, 1.966, -0.003], [3.997, -1.503, 0.540], [-3.451, 1.772, 1.600], [2.383, -2.272, -1.466], [-1.376, 0.310, -2.021], [-2.966, 1.330, 3.215], [3.237, 0.268, 2.207], [-2.632, -1.456, -1.399], [-1.621, 3.679, -0.062], [4.472, 0.729, 1.065], [1.025, -2.889, 1.686], [-0.663, 1.863, 2.868], [2.690, -2.475, 2.134], [-3.199, 1.882, -0.449], [-1.608, 3.222, 2.245], [-4.395, 0.223, 0.445], [-2.526, 2.269, -2.012], [0.300, 2.377, 0.972], [-4.126, -1.499, 0.423], [-3.762, -0.164, -1.829], [3.349, -0.527, -0.762], [-0.386, 2.896, -1.053]], "nbo_charge": [1.6814, 0.3947, -0.5035, -0.7716, -0.7099, -0.5115, -0.7863, -0.5151, -0.6168, -0.6326, -0.9121, -0.4238, -0.5401, -0.3522, -0.2359, -0.2464, -0.2410, -0.0889, -0.2347, 0.7902, -0.2369, -0.3441, -0.5510, 0.8455, 0.7891, 0.2451, 0.4826, 0.2154, 0.2250, 0.2520, 0.4167, 0.2618, 0.2037, 0.2494, 0.2176, 0.2036, 0.2548, 0.2493, 0.2394, 0.2010, 0.2164, 0.2330, 0.2301, 0.4294, 0.2648, 0.2131, 0.2174, 0.2319]}



Record 2
{"formula": "C7H18MnO7", "method": "the ωB97M-V functional and the def2-TZVPD basis", "s_squared": 8.752, "e_lumo_ha": [0.017, 0.017], "homo_lumo_gap_ha": [0.3207, 0.3610], "e_homo_ev": [-8.3, -9.4], "energy_ev": -53206.120, "spin_multiplicity": 6, "species": ["Mn", "O", "O", "O", "O", "O", "O", "O", "C", "C", "C", "C", "C", "C", "C", "H", "H", "H", "H", "H", "H", "H", "H", "H", "H", "H", "H", "H", "H", "H", "H", "H", "H"], "xyz": [[0.111, 0.142, 0.149], [0.696, -0.457, 2.239], [-0.272, 2.167, 0.975], [2.274, 0.211, 0.859], [0.562, -1.979, -0.360], [0.855, 0.982, -1.771], [-1.250, 0.355, -1.700], [-1.867, -0.471, 0.969], [-2.525, -1.621, 0.433], [-0.406, 1.139, -3.805], [1.318, -2.164, -1.571], [-0.257, 0.794, -2.345], [-1.600, 2.701, 1.031], [1.909, -0.149, 2.009], [2.919, -0.231, 3.109], [2.448, -0.217, 4.090], [-1.403, 0.899, -4.163], [0.194, 2.390, 1.786], [1.713, -3.178, -1.629], [-1.578, 3.778, 0.865], [-2.271, -2.518, 1.007], [-0.209, 2.205, -3.915], [-2.177, -1.742, -0.587], [0.324, 0.602, -4.411], [3.654, 0.568, 3.032], [2.143, -1.454, -1.601], [-2.175, 2.188, 0.267], [-2.376, -0.140, 1.712], [0.657, -1.991, -2.417], [-2.050, 2.523, 2.014], [3.477, -1.167, 3.026], [-3.607, -1.486, 0.442], [0.771, -2.679, 0.263]], "mulliken_spin": [4.8302, 0.0336, 0.0284, 0.0298, 0.0158, 0.0318, 0.0309, 0.0117, 0.0054, -0.0040, 0.0124, -0.0272, 0.0064, -0.0225, -0.0034, 0.0010, 0.0009, 0.0016, 0.0024, 0.0021, -0.0002, 0.0007, 0.0010, 0.0010, 0.0011, 0.0000, -0.0001, 0.0026, -0.0006, 0.0010, 0.0006, 0.0012, 0.0044]}